No. 1
Entry from the Open Molecules 2025 dataset: a cluster of 3 separate species, C5H11NO2 in total (ωB97M-V with the def2-TZVPD basis set).

Properties
Charge   0
E_HOMO   -8.482 eV
Gap between HOMO and LUMO   9.205 eV
Spin multiplicity   1
Molar mass   117.15 g/mol

Each line ends with the Mulliken charge.
Cartesian coordinates (Å):
C: -1.58 1.07 0.82  -1.2686
C: -0.63 0.68 -0.29  0.3687
C: 0.07 -0.57 -0.31  -0.5116
C: 0.87 -0.54 -1.42  -0.5361
N: 0.59 0.60 -2.13  -0.0025
C: -0.34 1.33 -1.45  -0.6287
H: -1.71 2.13 0.87  0.3639
H: -2.55 0.63 0.58  0.3775
H: -1.29 0.68 1.78  0.3607
H: 0.13 -1.33 0.45  0.5086
H: 1.48 -1.32 -1.84  0.3737
H: 0.93 0.68 -3.06  0.2102
H: -0.78 2.21 -1.89  0.4053
O: -0.56 -4.28 1.65  -0.6452
H: -1.10 -3.90 0.95  0.3202
H: 0.00 -4.92 1.18  0.3195
O: 1.44 2.34 2.00  -0.6722
H: 2.34 2.45 1.65  0.3080
H: 0.92 1.87 1.33  0.3486

No. 2
Entry from the Open Molecules 2025 dataset: a structure of composition C5H11NO2 (ωB97M-V with the def2-TZVPD basis set).

Properties
Charge   0
E_HOMO   -7.674 eV
Gap between HOMO and LUMO   8.289 eV
Spin multiplicity   1
Molar mass   117.15 g/mol

Each line ends with the Mulliken charge.
Cartesian coordinates (Å):
C: -0.13 0.43 0.19  0.7881
C: 0.25 -1.52 -0.13  -0.5950
C: -1.52 0.17 -0.51  -0.7531
C: 1.07 1.04 -0.51  -1.5253
N: 1.22 -1.87 0.79  -0.4356
C: -1.52 1.66 -0.24  -0.0525
O: -0.11 0.47 1.58  -0.5610
O: -1.58 2.50 -1.15  -0.6133
H: 0.60 -0.10 1.90  0.3999
H: 1.07 -2.71 1.32  0.1822
H: 2.17 -1.59 0.59  0.1862
H: -0.65 -2.10 -0.01  0.4807
H: 0.58 -1.47 -1.17  0.3008
H: -1.46 -0.09 -1.56  0.3288
H: -2.20 -0.39 0.14  0.3792
H: -1.88 1.90 0.77  0.3615
H: 2.01 0.61 -0.17  0.4139
H: 1.12 2.10 -0.25  0.4004
H: 0.96 0.96 -1.59  0.3142

No. 3
Entry from the Open Molecules 2025 dataset: the molecule C5H11NO2 (ωB97M-V with the def2-TZVPD basis set).

Properties
Charge   0
E_HOMO   -9.244 eV
Gap between HOMO and LUMO   10.084 eV
Spin multiplicity   1
Molar mass   117.15 g/mol

Each line ends with the Mulliken charge.
Cartesian coordinates (Å):
C: 0.22 -2.37 -1.17  -1.1996
C: 0.32 -0.83 -1.21  -0.8657
C: -0.27 -0.17 0.07  0.4307
C: 0.55 -0.62 1.24  -0.2125
O: 0.25 -1.50 2.00  -0.4672
N: -0.16 1.27 -0.12  -0.2253
C: -0.93 2.22 0.59  -0.4118
O: -0.13 3.11 1.42  -0.5501
H: -0.59 -2.82 -0.59  0.3241
H: 1.01 -2.68 -0.48  0.3372
H: 0.26 -2.87 -2.13  0.3139
H: -0.08 -0.38 -2.11  0.4600
H: 1.41 -0.68 -1.18  0.3715
H: -1.32 -0.48 0.11  0.2571
H: 1.52 -0.11 1.38  0.3405
H: 0.34 1.57 -0.95  0.1986
H: -1.45 2.91 -0.07  0.2896
H: -1.55 1.72 1.33  0.3150
H: 0.61 2.70 1.86  0.2940

No. 4
Entry from the Open Molecules 2025 dataset: a cluster of 2 separate species, C5H11NO2 in total (ωB97M-V with the def2-TZVPD basis set).

Properties
Charge   0
E_HOMO   -7.763 eV
Gap between HOMO and LUMO   5.076 eV
Spin multiplicity   1
Molar mass   117.15 g/mol

Each line ends with the Mulliken charge.
Cartesian coordinates (Å):
C: -1.85 -1.60 -1.12  -0.8290
N: -1.64 -1.05 0.25  -0.3224
C: -0.86 0.15 0.24  -0.1425
C: 0.63 -0.07 0.31  0.2667
C: 1.07 -0.49 -1.00  -1.1270
O: 1.23 1.23 0.72  -0.5582
C: -1.52 1.26 0.56  0.1567
O: -2.79 1.15 0.88  -0.6039
H: -2.70 -2.29 -1.13  0.3453
H: -2.06 -0.80 -1.87  0.2633
H: -0.93 -2.16 -1.34  0.3107
H: -2.54 -0.79 0.80  0.4026
H: 5.04 2.11 2.04  0.0162
H: 0.82 -0.72 1.19  0.2538
H: 0.65 0.10 -1.77  0.4512
H: 1.96 -1.12 -1.09  0.2763
H: 5.05 1.35 1.94  -0.0146
H: 1.50 1.49 -0.21  0.4236
H: -1.07 2.24 0.59  0.4312

No. 5
Entry from the Open Molecules 2025 dataset: a cluster of 2 separate species, C5H11NO2 in total (ωB97M-V with the def2-TZVPD basis set).

Properties
Charge   0
E_HOMO   -8.028 eV
Gap between HOMO and LUMO   8.932 eV
Spin multiplicity   1
Molar mass   117.15 g/mol

Each line ends with the Mulliken charge.
Cartesian coordinates (Å):
C: -0.66 0.83 0.47  -0.9100
C: -0.19 -1.34 2.73  -0.4868
C: 1.00 0.47 -2.99  -1.1839
C: 0.21 0.37 -0.62  1.0959
N: -1.93 0.92 0.16  -0.2313
C: 0.03 0.74 -1.90  -0.1735
O: 1.34 -0.32 -0.27  -0.5505
O: 1.18 -1.11 2.47  -0.5710
H: 1.28 -0.59 0.67  0.3816
H: 1.42 -0.25 2.84  0.3033
H: -0.80 -0.56 2.26  0.1581
H: -2.33 0.68 -0.75  0.2134
H: -2.58 1.31 0.83  0.2508
H: -0.39 -1.37 3.80  0.3290
H: -0.43 -2.31 2.29  0.2352
H: -0.84 1.34 -2.16  0.2671
H: 1.84 -0.10 -2.61  0.3031
H: 1.36 1.40 -3.43  0.2838
H: 0.51 -0.11 -3.79  0.2857

No. 6
Entry from the Open Molecules 2025 dataset: a cluster of 3 separate species, C5H11NO2 in total (ωB97M-V with the def2-TZVPD basis set).

Properties
Charge   0
E_HOMO (alpha / beta)   -6.992 / -7.096 eV
Gap between HOMO and LUMO (alpha / beta)   7.671 / 7.777 eV
Spin multiplicity   1
Molar mass   117.15 g/mol

Each line ends with the Mulliken charge.
Cartesian coordinates (Å):
C: -0.22 0.28 0.46  0.0441
C: -2.29 0.59 -0.16  -0.5461
C: -0.29 -0.83 1.46  -1.2160
N: 0.10 0.14 -0.82  -0.3070
C: 2.19 0.01 -0.36  -0.3049
C: 2.86 1.15 -0.33  -0.5606
O: -0.28 -1.09 -1.36  -0.4181
O: -2.84 -0.66 -0.25  -0.4778
H: -0.03 -1.00 -2.29  0.3796
H: -2.34 -1.16 -0.92  0.3848
H: 0.03 1.27 0.84  0.4405
H: -2.26 1.16 -1.08  0.3374
H: -2.67 1.13 0.70  0.3664
H: 2.66 -0.97 -0.39  0.3282
H: -0.29 -1.81 0.98  0.3054
H: 0.57 -0.76 2.14  0.3852
H: -1.21 -0.75 2.05  0.3429
H: 2.35 2.11 -0.31  0.2394
H: 3.95 1.20 -0.36  0.2766